Entry 1:
Molecular formula: C15H11F6IrN2OS5SbSe2
Method: DFT, wB97M-V/def2-TZVPD

Properties
Energy above the lowest of the compared OMol25 structures with the same formula, charge and spin in eV: 1.298
Net charge: -2
⟨S²⟩: 8.787
Total energy in hartree: -8500.59695
LUMO energy (spin up / spin down) in Ha: 0.1564 / 0.1430
Orbital gap (spin up / spin down) in eV: 4.55 / 5.48
Spin multiplicity: 6

The geometry in XYZ format:
```
44
C15H11F6IrN2OS5SbSe2 | the OMol25 dataset | wB97M-V/def2-TZVPD
Ir -1.0747 0.4955 -0.6294
Se 0.1304 1.8535 -3.1209
Se -2.2897 3.8542 -0.5100
C -1.2507 3.1827 0.8925
C -0.8738 4.0686 1.9232
C -0.1734 3.6146 3.0209
C 0.1226 2.2573 3.1129
C -0.2646 1.4363 2.0800
N -0.8842 1.8778 0.9609
C -0.7775 0.2854 -3.5579
C -1.0402 -0.1277 -4.8701
C -1.7801 -1.2735 -5.0873
C -2.2380 -2.0084 -4.0023
C -1.9346 -1.5578 -2.7342
N -1.2226 -0.4481 -2.5182
H -1.1739 5.1027 1.8353
H 0.1043 4.2987 3.8149
H 0.6059 1.8318 3.9849
H -0.1148 0.3736 2.1320
H -0.6646 0.4637 -5.6913
H -2.0025 -1.5937 -6.1004
H -2.8309 -2.9042 -4.1348
H -2.2694 -2.0656 -1.8356
S -3.3781 0.9326 3.7191
Sb -3.8671 -0.0059 1.5653
S -3.2985 1.2991 -1.0016
S -1.9747 -1.2912 0.8366
S -5.2402 -1.3321 2.9673
S 1.8624 0.1658 -1.8057
C 0.7673 -0.1348 -0.5415
C 3.6397 -0.4484 0.8161
C 2.4516 -1.3941 0.8957
O 1.1835 -0.8782 0.5583
C 2.2271 -1.7464 2.3960
F 1.2829 -2.6541 2.5602
F 3.3564 -2.2152 2.9746
F 1.8932 -0.6428 3.0741
C 2.7264 -2.6967 0.0831
F 1.6447 -3.4493 -0.0287
F 3.1761 -2.4374 -1.1470
F 3.6892 -3.4306 0.6851
H 3.3740 0.4876 1.3051
H 3.8960 -0.2417 -0.2101
H 4.4851 -0.9037 1.3329
```

Atomic partial charges in e from the Löwdin method, atoms 1 to 4: Ir 0.62; Se 0.62; Se 0.48; C -0.76

=====

Entry 2:
Molecular formula: CH4S3
Method: DFT, wB97M-V/def2-TZVPD

Properties
Energy above the lowest of the compared OMol25 structures with the same formula, charge and spin in eV: 0.000
Net charge: 0
⟨S²⟩: 2.008
Total energy in hartree: -1234.94693
LUMO energy (spin up / spin down) in Ha: -0.0005 / -0.0709
Orbital gap (spin up / spin down) in eV: 8.12 / 7.51
Spin multiplicity: 3

The geometry in XYZ format:
```
8
CH4S3 | the OMol25 dataset | wB97M-V/def2-TZVPD
C -1.9501 -0.7700 0.1724
S 2.3976 2.0645 0.2994
S 1.2031 -0.8332 -0.7377
S 1.9876 0.1278 0.7659
H -1.7632 -1.6457 0.8352
H -2.5183 -0.9584 -0.7966
H -1.3164 0.1247 0.3799
H 1.9596 1.8902 -0.9185
```

Atomic partial charges in e from the Löwdin method, atoms 1 to 4: C -0.01; S 0.29; S 0.07; S -0.09

=====

Entry 3:
Molecular formula: C37H57BGeN10S2Si3Sr
Method: DFT, wB97M-V/def2-TZVPD

Properties
Energy above the lowest of the compared OMol25 structures with the same formula, charge and spin in eV: 0.630
Net charge: 0
Total energy in hartree: -5789.31061
LUMO energy in Ha: 0.0204
Orbital gap in eV: 7.18

The geometry in XYZ format:
```
112
C37H57BGeN10S2Si3Sr | the OMol25 dataset | wB97M-V/def2-TZVPD
Sr 1.2340 1.3172 -0.6802
C 4.6463 0.5696 -0.7706
N 3.7246 -0.2674 0.0137
C 4.0374 -0.1826 1.4440
C 3.1912 0.8304 2.1926
N 1.7640 0.4782 2.2055
C 1.0224 1.4343 3.0347
C 1.4943 -0.8780 2.6136
C 2.2242 -1.4971 3.6218
C 2.0232 -2.8315 3.9409
C 1.0824 -3.5640 3.2378
C 0.3153 -2.9461 2.2637
C 0.4823 -1.6008 1.9700
S -0.5612 -0.7101 0.8609
C 3.7313 -1.6225 -0.5010
C 4.4870 -2.6229 0.1119
C 4.5040 -3.9202 -0.3738
C 3.7796 -4.2253 -1.5153
C 3.0628 -3.2320 -2.1536
C 3.0121 -1.9185 -1.6708
S 2.1228 -0.7205 -2.5951
H 5.6819 0.2220 -0.6576
H 4.5874 1.6030 -0.4289
H 4.3658 0.5242 -1.8221
H 5.0979 0.0492 1.6127
H 3.8591 -1.1542 1.8890
H 3.2604 1.8105 1.7258
H 3.5918 0.9409 3.2124
H 1.4012 1.4402 4.0664
H -0.0317 1.1606 3.0450
H 1.1233 2.4339 2.6109
H 2.9842 -0.9341 4.1490
H 2.6152 -3.2968 4.7176
H 0.9418 -4.6172 3.4438
H -0.4140 -3.5205 1.7114
H 5.0895 -2.3978 0.9817
H 5.0906 -4.6767 0.1313
H 3.7834 -5.2319 -1.9149
H 2.5093 -3.4485 -3.0580
C 4.3390 4.5471 -0.7969
C 3.8461 3.8966 0.3400
N 2.6008 3.4855 0.1793
N 2.2435 3.8922 -1.0858
C 3.2922 4.5182 -1.6784
B 0.7658 3.9355 -1.5814
N -0.1738 3.8542 -0.3471
C -0.6444 5.0000 0.2118
C -1.4059 4.6745 1.3020
C -1.3482 3.2799 1.3551
N -0.6092 2.7879 0.3795
N 0.4896 2.8053 -2.6567
C 1.1286 2.7235 -3.8491
C 0.5140 1.7617 -4.6041
C -0.5034 1.2720 -3.7706
N -0.5313 1.8964 -2.6046
N 0.4250 5.2423 -2.3196
C -0.8024 5.4601 -2.8535
C -0.7529 6.6312 -3.5651
C 0.5782 7.0610 -3.4201
N 1.2803 6.2223 -2.6784
H 5.3124 4.9770 -0.9506
H 4.3557 3.6895 1.2689
H 3.2047 4.9471 -2.6581
H -0.4104 5.9659 -0.1979
H -1.9278 5.3465 1.9597
H -1.8070 2.6030 2.0583
H 1.9589 3.3724 -4.0762
H 0.7830 1.4345 -5.5921
H -1.2210 0.4907 -3.9644
H -1.6098 4.7652 -2.6853
H -1.5531 7.1043 -4.1063
H 1.0520 7.9423 -3.8216
C -2.6636 -1.8832 3.9443
Si -3.1507 -2.9963 2.5079
C -2.4822 -4.7488 2.7473
C -5.0220 -3.1538 2.4244
Ge -2.4466 -1.9516 0.4679
Si -1.9751 -3.3690 -1.3994
C -2.3462 -2.4582 -3.0075
C -3.0777 -4.8837 -1.2633
C -0.1767 -3.8400 -1.3495
Si -4.0472 -0.2339 0.0075
C -5.5515 -1.0987 -0.7123
C -3.4410 1.0495 -1.2036
C -4.5046 0.6423 1.6035
H -2.4126 -2.4701 4.8300
H -3.4838 -1.2122 4.2059
H -1.7950 -1.2726 3.6918
H -1.7974 -4.7886 3.5955
H -1.9519 -5.1261 1.8718
H -3.3083 -5.4341 2.9486
H -5.3825 -3.6604 3.3237
H -5.3247 -3.7582 1.5664
H -5.5261 -2.1900 2.3596
H -3.0927 -2.9921 -3.5988
H -1.4325 -2.3782 -3.6002
H -2.7173 -1.4485 -2.8332
H -4.1339 -4.6105 -1.2066
H -2.8329 -5.4708 -0.3763
H -2.9474 -5.5268 -2.1371
H 0.4467 -2.9424 -1.3539
H 0.0740 -4.4210 -2.2409
H 0.0857 -4.4381 -0.4749
H -5.3065 -1.5630 -1.6702
H -6.3503 -0.3745 -0.8909
H -5.9402 -1.8711 -0.0482
H -3.2163 0.6247 -2.1822
H -2.5418 1.5521 -0.8483
H -4.2210 1.8040 -1.3434
H -4.8854 -0.0376 2.3655
H -5.2735 1.3939 1.4068
H -3.6338 1.1547 2.0153
```

Atomic partial charges in e from the Löwdin method, atoms 1 to 4: Sr 1.20; C -0.08; N -0.18; C -0.19

=====

Entry 4:
Molecular formula: C3H10N2O2
Method: DFT, wB97M-V/def2-TZVPD

Properties
Energy above the lowest of the compared OMol25 structures with the same formula, charge and spin in eV: 3.249
Net charge: 0
Total energy in hartree: -380.21726
LUMO energy in Ha: 0.0218
Orbital gap in eV: 8.49

The geometry in XYZ format:
```
17
C3H10N2O2 | the OMol25 dataset | wB97M-V/def2-TZVPD
O 1.1078 2.1152 0.2381
C 0.3508 1.5188 1.0257
C -1.1434 1.1383 0.5629
N -0.9743 0.6203 -0.8336
H 0.5168 1.4812 2.1106
H -1.5270 0.3731 1.2385
H -1.7279 2.0709 0.5905
H -1.8137 0.5816 -1.3643
H -0.3010 1.2625 -1.2452
H -0.4867 -0.3752 -0.8681
N 0.2731 -1.6126 -0.9200
C 1.1787 -1.2809 0.2187
O 0.6092 -0.5108 1.1643
H 0.7427 -1.9282 -1.7353
H -0.3586 -2.3421 -0.6228
H 1.4514 -2.2630 0.6622
H 2.1020 -0.8493 -0.2220
```

Atomic partial charges in e from the Löwdin method, atoms 1 to 4: O -0.06; C -0.31; C -0.12; N 0.12

=====

Entry 5:
Molecular formula: C8H11FN2O3S
Method: DFT, wB97M-V/def2-TZVPD

Properties
Energy above the lowest of the compared OMol25 structures with the same formula, charge and spin in eV: 0.000
Net charge: 0
SMILES string: C[C@@H]([C@@H](O)c1ccc(F)cn1)S(N)(=O)=O
Total energy in hartree: -1144.70921
LUMO energy in Ha: 0.0184
Orbital gap in eV: 10.21

The geometry in XYZ format:
```
26
C8H11FN2O3S | the OMol25 dataset | wB97M-V/def2-TZVPD
C -2.0542 -0.6867 -1.0406
C -1.0412 -1.3405 -0.0641
C 0.4415 -1.4013 -0.5930
O 0.5278 -1.9668 -1.9130
C 1.1338 -0.0595 -0.5782
C 1.9044 0.3315 0.4880
C 2.4374 1.6443 0.5150
C 2.1142 2.4767 -0.5349
F 2.5642 3.7329 -0.5395
C 1.4120 1.9821 -1.5975
N 0.9369 0.7271 -1.6630
S -1.0537 -0.5152 1.5725
N -2.4811 -0.8645 2.2907
O -0.0819 -1.0891 2.4950
O -1.0473 0.9538 1.5010
H -1.9629 -1.1051 -2.0237
H -1.8993 0.4063 -1.1485
H -3.0605 -0.8348 -0.5913
H -1.3779 -2.3659 0.1163
H 0.9790 -2.0485 0.1298
H 0.4637 -1.2106 -2.5318
H 2.0795 -0.3055 1.3654
H 3.0016 2.0393 1.3647
H 1.2861 2.5691 -2.4998
H -2.2097 -1.0511 3.2577
H -3.0126 -0.0177 2.2227
```

Atomic partial charges in e from the Löwdin method, atoms 1 to 4: C -0.07; C -0.31; C -0.31; O -0.02

=====

Entry 6:
Molecular formula: C3H2IO2S
Method: DFT, wB97M-V/def2-TZVPD

Properties
Energy above the lowest of the compared OMol25 structures with the same formula, charge and spin in eV: 1.673
Net charge: -1
Total energy in hartree: -961.78891
LUMO energy (spin up / spin down) in Ha: 0.1152 / 0.1152
Orbital gap (spin up / spin down) in eV: 6.47 / 6.47

The geometry in XYZ format:
```
9
C3H2IO2S | the OMol25 dataset | wB97M-V/def2-TZVPD
C -1.4890 -1.0165 -0.2234
C -1.4628 0.2178 0.0282
C -1.2207 1.5692 0.2281
O 2.4871 -1.1299 1.0946
O 2.0853 -1.2027 -1.2496
S 1.5015 -0.8148 0.0274
I 1.1485 1.9681 -0.0793
H -1.6818 -1.7653 -0.9381
H -1.3682 2.1741 1.1120
```

Atomic partial charges in e from the Löwdin method, atoms 1 to 4: C -0.05; C -0.46; C -0.43; O -0.52

=====

Entry 7:
Molecular formula: C5H6N2O
Method: DFT, wB97M-V/def2-TZVPD

Properties
Energy above the lowest of the compared OMol25 structures with the same formula, charge and spin in eV: 5.854
Net charge: 0
SMILES string: CC(=C/C#N)/C=N/O
Total energy in hartree: -378.65581
LUMO energy in Ha: -0.0055
Orbital gap in eV: 9.07

The geometry in XYZ format:
```
14
C5H6N2O | the OMol25 dataset | wB97M-V/def2-TZVPD
C -1.1572 -0.2007 1.7394
C -0.3980 -0.3702 0.3549
C -0.2738 -1.3585 -0.4481
C 0.1994 -1.3522 -1.8861
N 0.4552 -1.8421 -2.9504
C 0.3697 0.8215 0.0425
N 1.2222 1.0824 -0.9224
O 1.5718 2.3211 -0.9790
H -1.9481 0.3821 1.5178
H -0.7199 0.4347 2.7383
H -1.3294 -1.2403 1.9157
H -0.8051 -2.4532 -0.5432
H 0.0993 1.5535 0.7722
H 2.7139 2.2221 -1.3516
```

Atomic partial charges in e from the Löwdin method, atoms 1 to 4: C -0.02; C -0.29; C -0.08; C -0.21